1.
Molecular formula: C7H11N2O3
Method: DFT, wB97M-V/def2-TZVPD

XYZ file:
```
23
Properties=species:S:1:pos:R:3:mulliken_spin:R:1
C -0.1200 -2.2814 0.0093 0.27
C 0.6577 -1.3345 -0.6122 0.24
C -1.3334 -0.2340 0.0476 -0.01
C -1.6682 0.5361 -2.0982 0.00
C 1.5119 0.3697 1.9207 -0.07
C -0.1822 0.6702 -1.6998 0.03
C 1.1200 1.3476 0.9229 0.80
N -1.2568 -1.6724 0.5061 0.26
N 0.0413 -0.0841 -0.5059 0.21
O -2.2437 -0.0174 -0.9584 0.03
O -2.1260 0.6942 -3.1883 0.01
O 0.3391 2.3876 0.8627 0.11
H 0.0434 -3.4042 0.0558 0.01
H 1.5751 -1.3284 -1.0578 0.01
H -1.5238 0.3232 0.8880 0.00
H 1.4366 -0.6333 1.5147 0.04
H 2.5460 0.5177 2.0780 0.05
H 0.9402 0.3459 2.8073 0.01
H 0.0419 1.7345 -1.5909 0.00
H 0.4279 0.3671 -2.4511 0.00
H 1.9545 1.3423 0.0930 0.01
H -2.1601 -2.3028 0.7451 -0.01
H -0.0214 2.6564 1.7113 0.00
```

The calculation puts the energy at -16547.9454 eV. Its net charge is +1. As for the largest force on an atom: 5.554 eV Å⁻¹. Its multiplicity is 3. For the relative energy (zero: lowest compared OMol25 entry of this formula, charge and spin), the calculation gives 0.0 kcal per mole.


2.
Molecular formula: C7H11N2OOsS4Se
Method: DFT, wB97M-V/def2-TZVPD

XYZ file:
```
27
Properties=species:S:1:pos:R:3:nbo_charge:R:1
Os -0.3117 -0.0343 -0.6392 0.70
S -1.0038 2.0361 -0.5771 0.10
S -3.0139 2.2652 -1.0086 0.13
S -3.7839 0.4360 -1.2070 0.14
S -2.1836 -0.8616 -1.4613 0.01
O 1.7704 0.1820 -0.4397 -0.65
C 2.5522 0.7007 -1.2639 0.77
C 3.9926 0.3541 -1.2604 -0.50
C 4.0553 -0.8747 -2.2144 -0.38
C 3.3493 -0.7445 -3.5778 -0.42
C 1.8057 -0.7505 -3.5483 -0.44
C 1.1871 0.6127 -3.2098 -0.19
N 2.0840 1.3896 -2.3347 -0.61
H 4.3428 0.0876 -0.2670 0.26
H 4.5887 1.1794 -1.6528 0.23
H 3.6341 -1.7315 -1.6833 0.22
H 5.1095 -1.0945 -2.3794 0.24
H 3.6651 -1.6010 -4.1734 0.25
H 3.7183 0.1341 -4.1182 0.20
H 1.4747 -1.4991 -2.8214 0.21
H 1.4180 -1.0750 -4.5138 0.25
H 0.1900 0.5251 -2.7330 0.16
H 0.9902 1.2214 -4.0909 0.25
H 2.8260 1.8298 -2.8614 0.41
Se -0.6929 -1.2373 3.9613 0.14
C -0.5433 -0.8826 2.2896 0.15
N -0.4417 -0.6372 1.1307 -0.61
```

The calculation puts the energy at -123612.5750 eV. Its net charge is +1. As for the largest force on an atom: 1.382 eV Å⁻¹. For the relative energy (zero: lowest compared OMol25 entry of this formula, charge and spin), the calculation gives 5.2 kcal per mole.


3.
Molecular formula: C7H11N2S
Method: DFT, wB97M-V/def2-TZVPD

XYZ file:
```
21
Properties=species:S:1:pos:R:3:nbo_charge:R:1
C 1.5061 2.1256 0.3776 -0.64
C 1.8671 0.7177 -0.0169 0.18
N 3.2203 0.3952 -0.0007 -0.40
C 3.3615 -0.8610 -0.0654 -0.09
S 1.9752 -1.8060 -0.3490 0.39
C 0.9506 -0.3384 -0.0701 -0.27
C -0.4985 -0.1335 -0.3555 -0.22
C -1.3344 -1.1245 -1.1774 -0.41
C -1.6001 -1.0099 0.3019 -0.09
N -2.9150 -0.3165 0.6269 -0.68
H 0.6342 2.4366 -0.2640 0.20
H 1.1717 2.1308 1.3586 0.22
H 2.3013 2.9235 0.3775 0.26
H 4.2935 -1.2808 0.0615 0.22
H -0.7606 0.9855 -0.4991 0.25
H -1.9920 -0.6672 -1.8081 0.23
H -0.9749 -2.1065 -1.5573 0.27
H -1.4022 -1.6697 1.0951 0.25
H -2.8558 0.7117 0.6293 0.44
H -3.3205 -0.5541 1.4933 0.44
H -3.6275 -0.5585 -0.1580 0.45
```

As for the SMILES: Cc1ncsc1[C@H]1C[C@@H]1[NH3+]. The calculation puts the energy at -21244.1165 eV. Its net charge is +1. As for the largest force on an atom: 3.569 eV Å⁻¹. For the relative energy (zero: lowest compared OMol25 entry of this formula, charge and spin), the calculation gives 45.8 kcal per mole.


4.
Molecular formula: C7H11N3O
Method: DFT, wB97M-V/def2-TZVPD

XYZ file:
```
22
Properties=species:S:1:pos:R:3:nbo_charge:R:1
C 3.2641 0.6789 -0.3938 0.13
C 1.2706 -0.1046 -0.2882 0.25
C -1.8445 1.3841 1.9932 -0.53
C -0.7253 1.4502 1.4032 -0.08
C -0.7707 -1.3897 0.2695 -0.64
C -0.7700 0.2333 -1.7161 -0.06
C -0.0815 -0.1966 -0.3596 0.02
N 1.9940 0.8824 -0.7091 -0.51
N 3.4053 -0.4768 0.2411 -0.27
N 2.1830 -1.0385 0.2556 -0.37
O -0.3306 1.3616 -2.3254 -0.72
H 4.1062 1.3159 -0.5540 0.21
H -1.9641 1.9705 2.9018 0.22
H -2.6362 0.5690 2.0353 0.22
H 0.2261 2.0441 1.3381 0.22
H -1.0255 -2.0761 -0.5045 0.21
H -1.7159 -1.0331 0.6458 0.22
H -0.1374 -1.8679 1.1444 0.21
H -0.6164 -0.6415 -2.3975 0.15
H -1.8169 0.4094 -1.4970 0.19
H 2.0670 -1.8131 0.9159 0.42
H 0.5682 1.5724 -2.1774 0.50
```

The calculation puts the energy at -13950.0496 eV. As for the largest force on an atom: 5.302 eV Å⁻¹. For the relative energy (zero: lowest compared OMol25 entry of this formula, charge and spin), the calculation gives 127.3 kcal per mole.


5.
Molecular formula: C7H11N3O
Method: DFT, wB97M-V/def2-TZVPD

XYZ file:
```
22
Properties=species:S:1:pos:R:3:mulliken_spin:R:1
C 1.9762 1.0842 -2.0392 0.20
C 1.7143 1.6996 -0.8226 -0.08
C 1.3799 -0.1417 -2.3366 -0.08
C 1.0185 1.0124 0.1529 0.18
C 0.5296 -0.7873 -1.4577 0.20
C 0.4139 -0.1975 -0.1936 0.03
C -0.5952 -0.6910 0.8625 0.15
N -1.5136 -1.5536 0.1920 0.21
N -0.1267 -1.2455 1.9664 0.23
N -1.8036 0.6956 1.1018 1.05
O -1.1114 -1.2492 3.0197 0.03
H 2.5345 1.5156 -2.8292 0.02
H 2.0729 2.6137 -0.6001 0.00
H 1.5266 -0.4568 -3.3519 0.00
H 0.7458 1.4440 1.0479 0.05
H -0.0875 -1.5820 -1.6680 0.02
H -2.1115 -1.9294 0.9140 -0.01
H -2.0202 -1.0945 -0.5065 0.00
H 0.7978 -0.8906 2.3206 -0.01
H -1.1845 1.5190 1.1355 -0.08
H -2.4620 0.6938 0.2937 -0.09
H -1.6940 -0.4587 2.7983 -0.01
```

The calculation puts the energy at -13947.3702 eV. As for the largest force on an atom: 8.729 eV Å⁻¹. Its multiplicity is 3. For the relative energy (zero: lowest compared OMol25 entry of this formula, charge and spin), the calculation gives 20.1 kcal per mole.


6.
Molecular formula: C7H11N3O2
Method: DFT, wB97M-V/def2-TZVPD

XYZ file:
```
23
Properties=species:S:1:pos:R:3:nbo_charge:R:1
C -2.0820 -2.0626 -2.5034 -0.27
O -1.1374 -1.3016 -1.8065 -0.53
C 0.1399 -1.7950 -2.1182 -0.08
C 1.1123 -0.6016 -1.7795 -0.13
O 1.4052 -0.7606 -0.3800 -0.46
C 0.7681 0.2251 0.2765 0.71
N 0.3705 1.3996 -0.3292 -0.58
C -0.1389 2.3452 0.4181 0.13
C -0.2985 2.2021 1.8512 -0.41
C 0.0876 0.9498 2.3166 0.40
N -0.1380 0.6236 3.5819 -0.78
N 0.6607 0.0019 1.5985 -0.53
H -2.3281 -3.2152 -2.1658 0.16
H -1.7330 -2.2764 -3.6237 0.16
H -3.1460 -1.6837 -2.6568 0.21
H 0.4081 -2.7464 -1.5642 0.19
H 0.0810 -2.0806 -3.2672 0.17
H 0.9226 0.4885 -2.0658 0.26
H 1.9464 -0.8822 -2.3325 0.18
H -0.4977 3.1743 -0.1361 0.19
H -0.8182 2.8737 2.5250 0.22
H -0.2540 -0.3363 3.8545 0.41
H -0.5085 1.4287 4.1983 0.39
```

As for the SMILES: COCCOc1nccc(N)n1. The calculation puts the energy at -16000.4752 eV. As for the largest force on an atom: 4.624 eV Å⁻¹. For the relative energy (zero: lowest compared OMol25 entry of this formula, charge and spin), the calculation gives 55.0 kcal per mole.


7.
Molecular formula: C7H11N3O2S
Method: DFT, wB97M-V/def2-TZVPD

XYZ file:
```
24
Properties=species:S:1:pos:R:3:nbo_charge:R:1
O -1.6263 1.5786 1.3350 -0.96
S -1.4538 1.7877 -0.0961 2.14
O -2.4561 2.6085 -0.7512 -0.94
C -1.4132 0.2508 -0.9674 -0.47
C -0.4068 0.3094 -1.8243 -0.11
C 0.3893 1.5240 -1.9020 -0.46
C 0.1953 2.3082 -0.6208 -0.63
H -2.1356 -0.5203 -0.8558 0.25
H -0.2279 -0.4656 -2.4705 0.21
H 1.5078 1.3904 -1.9826 0.23
H 0.0011 1.9505 -2.7865 0.24
H 0.8480 2.0035 0.1098 0.25
H 0.2479 3.5037 -0.6649 0.26
N -0.1672 -0.3402 2.6423 -0.83
C 0.2751 -1.1921 1.5884 0.30
C 0.4336 -2.6502 1.5296 -0.37
C 1.2431 -2.9293 0.3899 -0.06
N 1.4124 -1.6630 -0.1561 -0.34
N 0.8773 -0.6379 0.5193 -0.35
H -0.4685 -0.8147 3.5450 0.38
H -0.6947 0.3931 2.3229 0.41
H 0.1346 -3.3167 2.3510 0.23
H 1.6540 -3.6525 -0.1950 0.22
H 1.8306 -1.4260 -1.0600 0.40
```

As for the SMILES: O=S1(=O)C=CCC1.Nc1cc[nH]n1. The calculation puts the energy at -26835.0443 eV. As for the largest force on an atom: 6.181 eV Å⁻¹. For the relative energy (zero: lowest compared OMol25 entry of this formula, charge and spin), the calculation gives 50.4 kcal per mole.


8.
Molecular formula: C7H11N3O3
Method: DFT, wB97M-V/def2-TZVPD

XYZ file:
```
24
Properties=species:S:1:pos:R:3:nbo_charge:R:1
C 0.2229 1.1598 -2.2237 -0.70
C 0.5772 1.1439 -0.8316 0.24
N 0.9692 2.1318 -0.1217 -0.20
N 1.4573 1.6831 1.0628 -0.45
C 1.2683 0.3499 1.2609 0.65
O 1.5836 -0.4083 2.1575 -0.54
C 0.6330 -0.1533 -0.0191 -0.11
C -0.8045 -0.6863 0.0971 -0.24
C -1.0410 -1.8890 1.0615 -0.62
C -1.6759 0.4935 0.6485 -0.60
N 1.5027 -1.2012 -0.6930 0.56
O 2.6975 -1.0731 -0.5699 -0.34
O 0.9083 -2.0314 -1.3538 -0.37
H -0.7678 1.4464 -2.4550 0.24
H 0.2056 0.1439 -2.7765 0.25
H 0.8517 1.8293 -2.9211 0.26
H 1.5639 2.3962 1.8306 0.42
H -1.2464 -1.0902 -0.8090 0.25
H -1.3691 -2.8358 0.6464 0.22
H -1.8127 -1.6500 1.7772 0.21
H -0.0744 -2.0824 1.6897 0.24
H -2.7834 0.2499 0.9919 0.23
H -1.7184 1.2366 -0.0728 0.20
H -1.1476 0.8367 1.6231 0.20
```

As for the SMILES: CC1=NNC(=O)[C@]1(C(C)C)[N+](=O)[O-]. The calculation puts the energy at -18045.8012 eV. As for the largest force on an atom: 4.402 eV Å⁻¹. For the relative energy (zero: lowest compared OMol25 entry of this formula, charge and spin), the calculation gives 118.0 kcal per mole.


9.
Molecular formula: C7H11N3O3PtS2
Method: DFT, wB97M-V/def2-TZVPD

XYZ file:
```
27
Properties=species:S:1:pos:R:3:nbo_charge:R:1
Pt 1.0262 -0.3378 -0.0949 0.82
N 2.9862 -0.8215 -0.8929 -0.74
C 2.9730 -2.0542 -1.6990 -0.36
C 1.6675 -2.2395 -2.4122 0.66
O 1.5211 -2.8446 -3.4174 -0.41
N 0.5325 -1.6551 -1.6702 -0.55
C -0.6126 -1.7610 -2.2262 0.09
C -1.3383 0.9676 -2.1731 1.03
O -1.7660 0.9915 -3.2383 -0.41
O -0.9221 1.0632 -1.0792 -0.59
H 3.2703 -0.0204 -1.4530 0.43
H 3.6420 -0.9132 -0.1222 0.44
H 3.0946 -2.9159 -1.0384 0.27
H 3.7630 -2.0826 -2.4484 0.28
H -1.5195 -1.7600 -1.6231 0.23
H -0.6738 -2.2048 -3.2219 0.25
S 1.0462 -0.0971 2.1705 -0.04
C -0.3168 0.9873 2.3280 -0.04
N -1.4685 0.6234 2.8161 -0.51
C -2.5276 1.6384 2.9169 -0.23
C -1.9254 2.9748 2.4479 -0.54
S -0.1903 2.6537 1.9673 0.46
H -1.6501 -0.3321 3.0982 0.44
H -2.8768 1.6948 3.9462 0.25
H -3.3702 1.3365 2.2968 0.24
H -1.9183 3.7240 3.2348 0.27
H -2.4466 3.3845 1.5874 0.26
```

The calculation puts the energy at -42950.8997 eV. Its net charge is +2. As for the largest force on an atom: 2.499 eV Å⁻¹. For the relative energy (zero: lowest compared OMol25 entry of this formula, charge and spin), the calculation gives 26.9 kcal per mole.


10.
Molecular formula: C7H11N3OS
Method: DFT, wB97M-V/def2-TZVPD

XYZ file:
```
23
Properties=species:S:1:pos:R:3:mulliken_spin:R:1
C 2.8987 0.9833 0.2526 -0.10
C -1.6129 -2.2619 0.0493 0.13
C -0.1466 -2.1845 -0.3122 0.01
C 0.1549 -0.7920 -0.0633 0.09
C -1.0777 2.3003 0.2829 0.04
C 2.7641 -0.2820 0.8234 0.38
C -1.7437 1.1157 -0.3918 0.01
N 3.0454 2.0007 -0.2357 0.08
N -2.1971 -1.1335 0.2979 -0.03
N -1.3890 -0.1291 0.2150 0.25
O 0.7318 -0.1954 -1.2825 0.04
S 1.0424 -0.4618 1.4307 1.12
H -2.2809 -3.1016 -0.0964 0.00
H 0.3608 -2.8172 0.3836 0.01
H -0.0190 -2.5421 -1.2772 0.00
H -0.0127 2.4563 0.2404 -0.01
H -1.5588 3.2017 -0.3084 0.00
H -1.4151 2.4154 1.2949 0.00
H 3.4891 -0.7523 1.6286 -0.01
H 2.8293 -0.9709 0.0047 -0.01
H -2.8277 1.3098 -0.2043 0.00
H -1.5669 1.1079 -1.4897 0.01
H 0.5315 0.7333 -1.2424 0.00
```

The calculation puts the energy at -24782.1596 eV. As for the largest force on an atom: 5.191 eV Å⁻¹. Its multiplicity is 3. For the relative energy (zero: lowest compared OMol25 entry of this formula, charge and spin), the calculation gives 76.6 kcal per mole.